Below is a 2-piece molecular cluster, C4H5FO2S overall in a non-equilibrium geometry, with properties calculated with ωB97M-V with the def2-TZVPD basis set.

Output
Strongest force on any atom, eV/A: 3.0
Total charge: 0
E_HOMO, eV: -9.8930
Kohn-Sham gap, eV: 8.9
Energy relative to the best compared isomer or geometry (same formula, charge and spin), kcal/mol: 70.9
SMILES string: O=C/C=C/C=O.FS

Element x y z (Å)
O 1.643 -2.371 -2.961
C 1.988 -1.908 -1.895
C 1.121 -1.069 -1.031
C 1.344 -0.384 0.074
C 0.180 0.414 0.566
O 0.319 1.321 1.358
H 3.097 -2.214 -1.502
H 0.109 -1.182 -1.302
H 2.327 -0.017 0.430
H -0.733 0.225 0.019
F -3.707 1.222 2.526
S -4.416 2.531 1.737
H -3.272 3.434 1.980

Cartesian forces, eV/Å:
-0.137 0.647 0.997
2.738 -1.114 -0.003
0.383 -1.205 -0.200
0.837 1.565 0.049
1.528 0.870 0.509
-0.439 -0.660 -0.324
-2.220 0.933 -0.500
-1.261 -0.032 -0.565
-0.538 -0.822 0.022
-0.917 -0.161 0.025
-0.707 1.142 -0.742
2.712 0.336 1.187
-1.981 -1.499 -0.455

Below is C4H5FOS in the gas phase in a non-equilibrium geometry, with properties calculated with ωB97M-V with the def2-TZVPD basis set.

Output
Strongest force on any atom, eV/A: 1.9
Total charge: 0
E_HOMO, eV: -8.9427
Kohn-Sham gap, eV: 8.3
Energy relative to the best compared isomer or geometry (same formula, charge and spin), kcal/mol: 29.9
SMILES string: O[C@@H]1CC(=S)[C@@H]1F

Element x y z (Å)
O 2.633 -0.309 -0.029
C 1.290 -0.515 0.421
C 0.265 -1.180 -0.539
C -0.790 -0.249 -0.025
S -2.414 -0.111 0.070
C 0.312 0.731 0.482
F 0.667 1.707 -0.459
H 3.184 -0.977 0.404
H 1.305 -1.013 1.412
H 0.433 -0.872 -1.571
H 0.030 -2.243 -0.479
H 0.141 1.263 1.440

Cartesian forces, eV/Å:
-0.933 -0.219 0.358
0.221 0.263 0.026
-0.399 -0.506 0.292
-0.890 1.617 0.204
1.586 -0.441 -0.111
0.507 0.099 0.342
-0.387 -0.797 0.344
-0.157 0.299 -0.206
-0.227 0.257 -0.498
0.316 -0.098 -0.133
0.250 -0.014 -0.098
0.115 -0.459 -0.522

Below is C4H5HgO as an isolated structure in a non-equilibrium geometry, with properties calculated with ωB97M-V with the def2-TZVPD basis set.

Output
Multiplicity: 3
Strongest force on any atom, eV/A: 1.4
Total charge: +1
E_HOMO (alpha / beta), eV: -12.1494 / -13.3284
Kohn-Sham gap (alpha / beta), eV: 8.0 / 4.4
Energy relative to the best compared isomer or geometry (same formula, charge and spin), kcal/mol: 0.0

Element x y z (Å)
H 0.093 1.650 -0.735
C -1.849 -0.826 0.421
C -0.831 -0.331 -0.288
C -0.066 0.889 0.111
C 1.401 0.708 0.277
O 2.165 0.002 -0.312
Hg 4.642 -0.601 -0.691
H -2.193 -0.346 1.341
H -0.524 -0.816 -1.219
H -2.378 -1.722 0.092
H -0.461 1.395 1.003

Cartesian forces, eV/Å:
-0.924 -0.575 0.830
0.386 0.248 -0.199
-0.509 -0.523 -0.131
0.516 0.966 -0.510
0.415 -0.200 0.413
0.397 -0.313 -0.210
-0.546 0.160 0.130
0.110 -0.164 -0.259
-0.058 0.119 0.305
0.165 0.319 0.104
0.048 -0.037 -0.471

Below is C4H5HgO4 as an isolated structure in a non-equilibrium geometry, with properties calculated with ωB97M-V with the def2-TZVPD basis set.

Output
Multiplicity: 2
Strongest force on any atom, eV/A: 5.0
Total charge: +2
E_HOMO (alpha / beta), eV: -17.2666 / -19.7712
Kohn-Sham gap (alpha / beta), eV: 7.2 / 9.3
Energy relative to the best compared isomer or geometry (same formula, charge and spin), kcal/mol: 0.0

Element x y z (Å)
C -1.868 0.672 -0.131
O -2.058 1.675 -0.862
H -2.648 0.377 0.583
H -2.994 1.833 -1.088
C -0.703 -0.156 -0.361
C -0.271 -0.987 0.798
H -0.997 -0.858 -1.169
H 0.305 0.315 -0.894
H -1.005 -1.695 1.218
O 0.922 -1.059 1.079
C 2.894 -0.059 -0.624
O 2.311 0.451 -1.515
O 3.402 -0.006 0.435
Hg 2.709 -0.504 2.533

Cartesian forces, eV/Å:
-0.409 -0.180 -0.504
0.248 -0.610 -0.854
0.036 -0.042 -0.129
-0.399 0.893 0.596
3.174 1.296 -1.087
1.541 -1.474 -0.034
-0.402 -0.026 0.108
-2.843 -0.489 1.349
0.078 0.324 0.466
-2.236 0.180 -0.514
-1.245 4.841 -0.640
1.075 -2.840 0.777
0.976 -1.693 -1.325
0.407 -0.179 1.790

Below is C4H5I in the gas phase in a non-equilibrium geometry, with properties calculated with ωB97M-V with the def2-TZVPD basis set.

Output
Strongest force on any atom, eV/A: 3.3
Total charge: 0
E_HOMO, eV: -8.9916
Kohn-Sham gap, eV: 9.5
Energy relative to the best compared isomer or geometry (same formula, charge and spin), kcal/mol: 30.8
SMILES string: C[C@@H]1C=C1I

Element x y z (Å)
C 1.004 0.825 -0.318
C 0.035 0.032 0.592
C -0.351 -1.362 0.078
C -1.275 -0.414 0.081
I -3.261 0.131 -0.171
H 1.718 1.477 0.118
H 0.396 1.343 -1.042
H 1.517 0.074 -0.890
H 0.150 0.207 1.653
H 0.067 -2.313 -0.100

Cartesian forces, eV/Å:
-1.543 -1.097 -0.275
0.934 0.219 -0.375
-1.760 2.747 0.561
0.776 -1.716 -0.068
0.581 -0.152 -0.067
0.416 0.587 0.737
-0.075 0.593 -0.284
0.622 -0.260 -0.353
0.018 -0.130 0.285
0.030 -0.790 -0.161

Below is a 2-piece molecular cluster, C4H5I overall in a non-equilibrium geometry, with properties calculated with ωB97M-V with the def2-TZVPD basis set.

Output
Strongest force on any atom, eV/A: 5.1
Total charge: 0
E_HOMO (alpha / beta), eV: -7.8226 / -7.8072
Kohn-Sham gap (alpha / beta), eV: 4.4 / 4.4
Energy relative to the best compared isomer or geometry (same formula, charge and spin), kcal/mol: 94.8

Element x y z (Å)
C 0.373 -0.046 0.013
C 1.069 0.936 -0.538
C -0.013 -0.780 1.212
C -0.587 -1.006 -0.079
I -2.280 1.212 -2.327
H 1.029 1.324 -1.497
H 1.686 1.424 0.101
H 0.668 -1.502 1.820
H -0.624 -0.137 2.035
H -1.322 -1.425 -0.740

Cartesian forces, eV/Å:
-0.149 -0.845 -0.879
-0.742 -0.783 0.158
-0.032 0.739 5.094
-0.739 0.821 -1.357
0.303 -0.438 0.558
-0.534 0.119 -1.862
2.061 1.571 1.799
-1.175 0.889 -1.492
1.051 -1.579 -1.910
-0.043 -0.496 -0.108

Below is a 2-piece molecular cluster, C4H5I overall in a non-equilibrium geometry, with properties calculated with ωB97M-V with the def2-TZVPD basis set.

Output
Strongest force on any atom, eV/A: 5.0
Total charge: 0
E_HOMO, eV: -6.1949
Kohn-Sham gap, eV: 3.8
Energy relative to the best compared isomer or geometry (same formula, charge and spin), kcal/mol: 66.2

Element x y z (Å)
C 1.334 0.201 1.038
C 0.845 -0.785 0.102
C 0.181 0.393 0.292
C -0.943 1.233 -0.079
I -0.800 -4.239 -2.048
H 2.107 0.576 1.654
H 0.933 -1.736 -0.361
H -1.793 0.620 -0.375
H -0.646 1.824 -0.946
H -1.218 1.912 0.723

Cartesian forces, eV/Å:
-2.360 -2.288 -3.740
1.185 2.786 2.751
0.840 -0.281 0.698
-0.421 0.165 -0.060
0.251 0.556 0.342
0.459 0.104 0.706
-0.058 -1.081 -0.625
0.031 -0.036 -0.022
0.027 0.044 -0.071
0.046 0.031 0.021

Below is an isolated ion of composition C4H5IN and charge +1 in a non-equilibrium geometry, with properties calculated with ωB97M-V with the def2-TZVPD basis set.

Output
Strongest force on any atom, eV/A: 3.5
Total charge: +1
E_HOMO, eV: -14.5048
Kohn-Sham gap, eV: 8.2
Energy relative to the best compared isomer or geometry (same formula, charge and spin), kcal/mol: 56.9

Element x y z (Å)
C 1.556 -1.529 0.557
C -0.586 0.822 -0.067
C 0.618 0.422 -0.866
C -0.402 -0.377 0.875
N 0.903 -0.714 -0.006
I -1.849 -1.979 0.900
H -0.691 1.784 0.431
H -1.440 0.669 -0.810
H 0.395 -0.127 -1.880
H 1.495 1.033 -0.871
H 0.001 -0.005 1.736

Cartesian forces, eV/Å:
1.270 -1.447 0.656
-2.840 -0.574 -1.968
0.366 -1.160 -2.680
-2.270 -0.511 -1.799
0.247 -0.167 0.187
0.816 1.035 0.177
0.400 -0.090 -0.136
0.626 0.470 1.559
0.394 1.802 1.605
0.385 0.544 -0.400
0.607 0.097 2.800

Below is C4H5IN2 in the gas phase in a non-equilibrium geometry, with properties calculated with ωB97M-V with the def2-TZVPD basis set.

Output
Strongest force on any atom, eV/A: 6.1
Total charge: 0
E_HOMO, eV: -8.7838
Kohn-Sham gap, eV: 8.1
Energy relative to the best compared isomer or geometry (same formula, charge and spin), kcal/mol: 38.2
SMILES string: Cc1cncn1I

Element x y z (Å)
C -0.054 -0.949 -0.769
C 0.090 0.222 0.167
C -0.484 0.584 1.295
N -0.125 1.812 1.731
C 0.658 2.343 0.815
N 0.974 1.537 -0.207
I 2.328 1.503 -1.717
H -0.490 -0.560 -1.681
H 0.825 -1.582 -0.959
H -0.881 -1.446 -0.436
H -1.224 -0.029 1.854
H 1.133 3.292 0.637

Cartesian forces, eV/Å:
1.442 2.348 -0.561
3.096 1.532 -3.021
-1.092 -1.034 1.196
0.402 2.480 -0.221
0.831 -0.050 -0.192
-3.040 -5.274 0.409
-0.426 0.339 0.581
0.572 0.130 -0.770
-0.404 0.319 0.212
-1.847 -2.101 1.403
0.776 0.578 -0.408
-0.310 0.733 1.371

Below is C4H5IN2O in the gas phase in a non-equilibrium geometry, with properties calculated with ωB97M-V with the def2-TZVPD basis set.

Output
Strongest force on any atom, eV/A: 5.8
Total charge: 0
E_HOMO, eV: -8.3921
Kohn-Sham gap, eV: 8.6
Energy relative to the best compared isomer or geometry (same formula, charge and spin), kcal/mol: 42.5
SMILES string: Cn1[nH]c(=O)cc1I

Element x y z (Å)
C -0.270 1.853 -0.050
N -0.114 0.473 0.515
N -1.098 -0.405 0.341
C -0.652 -1.701 -0.061
O -1.355 -2.682 -0.133
C 0.840 -1.608 -0.262
C 1.229 -0.365 -0.084
I 3.018 0.560 -0.035
H -1.351 2.095 0.122
H 0.353 2.626 0.575
H 0.033 1.991 -1.133
H -1.972 -0.442 0.901
H 1.339 -2.395 -0.697

Cartesian forces, eV/Å:
0.202 0.742 0.614
5.705 0.966 -0.455
-2.055 -3.561 -1.438
0.156 1.047 0.531
0.030 0.135 0.011
-2.381 1.461 -0.122
-3.863 2.114 2.274
0.339 0.283 -0.138
1.008 0.002 -0.436
-1.097 -1.711 -1.058
-0.557 -0.385 1.055
1.244 0.547 -0.302
1.270 -1.639 -0.535

What is the energy relative to the best compared isomer or geometry (same formula, charge and spin) in the eighth record? 56.9 kcal/mol